Density functional theory data (ωB97M-V/def2-TZVPD) for a 10-piece molecular cluster, C34H38F42N11O30S14 overall in a non-equilibrium geometry.

Geometry as XYZ:
```
169
Properties=species:S:1:pos:R:3:forces:R:3:mulliken_charge:R:1
C -3.996383 2.567977 0.101340 -1.149 0.277 0.549 -0.78
C -5.360564 3.361426 0.212106 0.170 -0.488 1.573 0.05
C -6.335138 2.972965 1.397930 -0.410 -0.295 -0.649 -0.86
O -7.516305 3.839228 1.460251 1.585 -0.403 -1.839 -0.48
C -8.302610 3.554570 2.604260 0.738 0.631 -0.364 -0.49
N -4.994167 4.844573 0.432550 -1.260 -0.775 -1.538 0.11
H -4.064304 4.990761 0.798720 0.951 -0.003 1.244 0.11
H -5.023322 5.313049 -0.461761 0.146 0.136 -0.393 0.45
H -5.756886 5.245712 0.959272 -0.040 0.320 0.810 0.40
H -4.099662 1.486030 0.018731 -0.598 0.101 -0.555 0.26
H -3.416890 2.634247 1.022148 -0.027 0.621 0.079 0.33
H -3.452141 2.978345 -0.749242 0.091 -0.233 0.043 0.30
H -5.936249 3.351809 -0.713413 0.143 -0.158 -0.015 0.37
H -5.862422 2.905672 2.377787 0.443 0.365 0.066 0.36
H -6.697646 1.959366 1.226730 0.166 -0.194 -0.245 0.50
H -8.710685 2.543920 2.616450 0.340 -0.187 0.109 0.15
H -9.135395 4.254022 2.531047 0.097 0.091 0.471 0.24
H -7.566085 3.769921 3.378378 -0.958 -0.318 1.088 0.32
C -0.369895 -1.371087 1.333256 -1.049 0.406 -0.617 -0.81
C -1.074433 -0.321886 0.399970 0.262 -1.264 -0.499 1.28
C -0.442309 1.079121 0.528523 1.242 -1.945 -0.128 0.08
O 0.974770 0.829567 0.126363 -2.484 0.706 0.183 0.09
C 1.836192 1.939025 0.300522 0.162 0.777 0.461 -0.81
N -0.952979 -0.826664 -1.089546 0.986 1.375 0.235 3.39
H -1.601619 -0.520735 -1.800718 -1.316 0.309 0.350 -0.94
H -0.167953 -0.327627 -1.482999 1.398 -0.099 0.289 0.15
H -0.800896 -1.810200 -1.261703 0.362 -0.831 0.466 -0.67
H -0.867870 -2.338924 1.274803 -0.046 0.014 -0.314 0.33
H -0.531778 -1.076011 2.370001 0.293 0.253 -0.175 -0.23
H 0.687210 -1.499164 1.100427 -0.109 0.251 0.122 -0.20
H -2.160193 -0.349423 0.492043 0.109 0.378 0.717 -0.32
H -0.549676 1.329938 1.583826 0.409 0.238 0.117 0.09
H -0.998660 1.832111 -0.029658 0.451 0.200 -0.498 -0.03
H 1.600690 2.778822 -0.353229 -0.136 -0.076 -0.611 0.25
H 2.862919 1.612772 0.134730 -0.257 -0.047 -0.009 0.19
H 1.751316 2.396786 1.286091 0.047 -0.429 0.362 0.09
C -1.173790 -2.405712 -4.871781 -1.163 -1.034 0.643 -0.83
N -0.408730 -3.121228 -5.903556 -0.088 1.878 0.341 0.39
C -0.594828 -4.412986 -6.120319 0.952 -0.998 0.501 -0.05
C 0.261459 -5.037094 -6.970018 0.633 -0.009 -1.337 -1.03
C 1.178412 -4.305239 -7.779646 1.291 -2.152 -0.785 1.39
C 1.341372 -2.932089 -7.515184 -0.862 -0.362 0.052 -1.12
C 0.504816 -2.397437 -6.567243 0.081 0.271 -0.036 0.00
C 2.032110 -5.079993 -8.809029 -2.110 0.889 3.796 0.82
C 2.423953 -6.460345 -8.640278 0.597 -0.448 -1.171 -0.83
C 3.319921 -6.997213 -9.543722 -1.512 -0.353 1.993 -0.32
N 3.845464 -6.264723 -10.520616 1.379 0.732 -2.124 0.02
C 3.487857 -4.968574 -10.708651 -1.317 1.692 1.245 -0.34
C 2.588988 -4.366313 -9.815668 2.387 0.025 -3.526 -0.79
C 4.866793 -6.887544 -11.385234 -0.614 0.700 1.670 -1.07
H -0.577741 -1.769990 -4.217059 0.257 -0.197 -0.511 0.12
H -1.593757 -3.211921 -4.270320 -0.035 0.270 0.278 -0.06
H -2.012340 -1.855657 -5.298835 0.256 0.124 -0.221 0.72
H -1.267249 -4.968804 -5.483669 -0.209 0.242 0.098 0.44
H 0.247054 -6.112771 -7.065477 -0.293 0.029 -0.027 0.26
H 2.057507 -2.275678 -7.987071 0.058 -0.214 -0.104 0.38
H 0.482961 -1.359639 -6.269107 0.333 0.146 -0.114 0.51
H 2.028148 -7.077632 -7.847360 0.087 0.029 -0.002 0.35
H 3.712360 -8.001881 -9.598792 -0.398 -0.279 0.768 0.43
H 3.965561 -4.407114 -11.497939 -0.043 -0.162 -0.048 0.32
H 2.372256 -3.343110 -10.084864 -0.272 0.135 0.493 0.38
H 5.576197 -7.270039 -10.651368 0.266 -0.629 -0.516 0.39
H 5.390827 -6.090472 -11.912651 -0.316 -0.376 -0.484 0.30
H 4.333446 -7.652039 -11.950207 0.724 -0.003 -0.476 0.33
C -0.387667 2.262200 -3.694652 0.741 -2.532 -1.571 0.70
F 0.642330 1.444343 -3.247351 -1.380 1.248 -0.945 -0.19
F -1.051135 2.657600 -2.674013 -0.065 1.728 1.343 -0.21
F 0.112622 3.209561 -4.524080 -0.507 -0.685 1.453 -0.23
S -1.693528 1.287831 -4.683402 -0.435 1.830 -0.273 0.79
O -2.679949 2.274197 -5.174096 1.849 -1.764 1.543 -0.59
O -0.951484 0.609821 -5.694419 0.445 -0.937 -0.309 -0.71
N -2.251665 0.231716 -3.452541 5.734 1.925 -1.528 -0.32
S -3.699352 0.105771 -3.680259 -9.182 -0.384 0.394 0.47
O -4.494514 1.230392 -3.126183 1.133 -2.043 -0.312 -0.58
O -4.133805 -0.291686 -5.022318 0.821 -0.266 1.079 -0.68
C -4.129624 -1.481726 -2.475731 1.290 1.800 -1.341 0.59
F -5.432923 -1.771561 -2.623490 1.380 -0.065 0.590 -0.25
F -3.328425 -2.545570 -2.744251 -1.176 0.612 0.001 -0.24
F -3.794706 -1.083994 -1.229701 -1.012 -0.414 -0.295 -0.23
C -4.051611 5.409616 4.386228 1.307 -1.692 0.038 0.27
F -3.517870 6.526758 4.844636 -0.360 0.145 -0.212 -0.20
F -4.619435 4.739885 5.410182 0.494 0.568 -0.914 -0.20
F -4.986213 5.651878 3.470690 -0.785 0.586 -0.301 -0.20
S -2.685887 4.302574 3.548822 -0.395 -2.216 4.086 1.07
O -1.563809 4.472314 4.505540 -2.427 0.177 -2.682 -0.53
O -3.325576 2.955579 3.570532 1.021 3.087 -1.449 -0.45
N -2.521904 5.026613 1.980052 -4.365 -1.714 2.651 -0.76
S -1.039149 5.229335 1.896161 7.974 -0.894 -0.876 0.81
O -0.543630 6.453388 2.498671 -0.652 -0.550 -1.097 -0.66
O -0.233050 4.006246 2.185517 -1.836 2.262 -1.229 -0.34
C -0.805978 5.452567 -0.040381 0.031 -1.771 2.036 0.46
F 0.513347 5.476580 -0.246623 -0.838 -0.192 -0.488 -0.20
F -1.412268 4.448884 -0.801499 0.981 1.158 0.916 -0.07
F -1.345805 6.580450 -0.399458 -0.491 1.294 -0.881 -0.24
C -9.126571 -1.180981 4.394691 1.031 0.502 1.279 0.64
F -9.497970 -2.225025 3.693899 -0.585 -0.812 -0.074 -0.23
F -8.831936 -0.223081 3.529581 -0.128 0.455 0.049 -0.22
F -10.150927 -0.751094 5.192980 0.693 -0.516 -0.720 -0.24
S -7.572472 -1.589912 5.479488 0.549 -1.098 3.004 0.84
O -7.418772 -0.412257 6.393133 -0.573 -2.367 -2.863 -0.56
O -7.811339 -2.868207 6.188074 -0.495 1.994 -1.623 -0.67
N -6.401221 -1.928463 4.342744 -3.556 -0.578 1.498 -0.43
S -5.464650 -0.717196 4.308905 4.825 3.361 0.993 0.93
O -6.056402 0.500280 3.736412 0.583 -0.989 0.124 -0.34
O -4.671697 -0.564214 5.556482 -1.368 -0.237 -2.685 -0.61
C -4.188327 -1.404518 2.952503 -1.251 4.307 3.344 0.38
F -3.037938 -0.675967 3.036585 -0.899 -0.389 -0.597 -0.12
F -3.914124 -2.606033 3.238505 0.499 -2.789 -0.537 -0.21
F -4.789200 -1.181859 1.803481 0.375 -0.663 -1.418 -0.14
C 9.662852 5.231781 4.609403 -2.757 -1.737 -1.820 0.54
F 10.544844 4.944843 5.526515 0.819 0.322 0.225 -0.20
F 8.922637 6.283526 4.977048 1.025 0.414 -0.300 -0.22
F 10.261857 5.404068 3.385003 -0.277 0.598 1.568 -0.23
S 8.416731 3.735032 4.443493 0.443 -2.315 -0.943 0.97
O 8.975574 2.822443 3.434548 -0.063 1.771 1.625 -0.57
O 8.366138 3.233565 5.843256 -0.033 1.673 -2.661 -0.60
N 6.996218 4.402810 3.677291 5.693 1.423 -0.018 -0.47
S 5.915515 3.662774 4.394516 -5.803 -3.963 3.074 1.13
O 5.990669 2.202749 4.302387 0.099 1.584 0.060 -0.53
O 5.602497 4.207581 5.717789 -0.089 -0.147 -1.331 -0.71
C 4.381510 4.036465 3.278118 1.344 1.223 2.816 0.50
F 4.376824 3.488195 2.132961 -0.134 -2.968 -2.531 -0.19
F 3.246507 3.793125 3.941153 0.500 0.174 -0.404 -0.11
F 4.477366 5.319954 2.947452 -0.529 2.325 0.614 -0.31
C -1.361410 -4.979345 -0.138929 1.857 -1.375 -1.752 0.64
F -0.354884 -4.614086 0.587387 0.732 0.975 1.298 -0.19
F -1.662856 -6.217922 0.279700 -1.111 0.479 -0.461 -0.25
F -2.345208 -4.114078 -0.099663 -0.683 -0.083 0.382 -0.18
S -0.622193 -5.046331 -1.912695 -1.389 -1.246 0.521 0.83
O 0.234135 -6.236368 -1.971322 -1.179 2.016 0.263 -0.62
O -1.774603 -5.096188 -2.816477 0.975 0.850 0.411 -0.70
N 0.142868 -3.507744 -1.842092 -4.899 -2.039 -0.184 -0.61
S 1.562430 -3.865720 -2.196630 6.773 -0.722 1.911 0.83
O 2.257862 -4.590259 -1.121505 -0.804 1.768 -1.628 -0.63
O 1.776985 -4.388711 -3.507482 -0.244 -0.202 -1.773 -0.69
C 2.288860 -2.127264 -2.339409 -0.518 -1.281 1.036 0.62
F 3.554126 -2.218351 -2.662151 0.359 0.163 -0.028 -0.19
F 1.655500 -1.452744 -3.337211 -0.052 0.273 0.557 -0.23
F 2.148309 -1.518973 -1.150492 -0.041 0.260 -1.104 -0.23
C 4.474933 -0.462002 1.408435 2.163 0.614 1.539 0.37
F 3.311220 -0.935845 1.637352 -2.405 -2.236 0.641 -0.03
F 4.429552 -0.063853 0.150562 1.021 0.646 -1.031 -0.25
F 4.611234 0.539652 2.272617 0.601 0.576 -0.625 -0.05
S 5.878235 -1.726429 1.793742 0.040 -0.203 -1.665 1.06
O 5.855213 -1.908816 3.234652 -0.051 0.041 -1.755 -0.61
O 5.556170 -2.836504 0.867639 0.248 1.795 1.688 -0.65
N 7.274522 -0.828673 1.254835 -3.389 -0.881 0.071 -0.31
S 8.472963 -1.731582 1.576896 1.682 -2.446 1.184 1.00
O 9.037723 -1.434252 2.882321 0.431 -0.434 -1.148 -0.64
O 8.289845 -3.171398 1.253105 0.867 2.064 0.243 -0.68
C 9.795789 -1.104921 0.339279 -1.467 1.814 1.477 0.56
F 9.441989 -1.284256 -0.939262 0.369 0.036 0.166 -0.24
F 9.941236 0.240634 0.592644 -0.243 -0.871 -0.788 -0.24
F 10.993682 -1.611431 0.563580 0.422 -0.861 -0.234 -0.23
C 0.676644 0.358212 4.383365 2.730 0.857 2.351 0.30
F 0.260709 1.524442 3.948033 -0.850 0.577 -0.600 -0.02
F -0.314865 -0.439810 4.673632 -0.655 -0.464 -0.586 -0.24
F 1.496684 -0.157311 3.471294 -0.323 -0.534 -0.502 0.02
S 1.789588 0.662149 5.942166 3.122 -0.366 -0.791 0.87
O 2.061941 -0.708802 6.462574 -1.103 2.651 -1.021 -0.64
O 3.003785 1.380820 5.523630 -2.584 -0.874 0.188 -0.44
N 0.827898 1.716157 6.809251 1.007 -1.205 -1.037 -0.38
S 0.265078 0.757337 7.902514 0.724 -0.799 3.183 0.96
O -0.519475 -0.315911 7.352579 -0.757 0.021 0.793 -0.59
O 1.299049 0.423378 8.909622 -2.177 0.539 -0.693 -0.67
C -1.006855 1.896883 8.822855 1.965 -0.818 -0.953 0.54
F -0.377031 2.778622 9.641164 -0.687 -0.543 -0.170 -0.24
F -1.638670 2.590677 7.882117 -0.764 -0.012 0.616 -0.17
F -1.837246 1.118195 9.554475 0.229 0.967 -0.445 -0.22
```
Forces are in eV/Å.

Results
Charge   -4
E_HOMO (alpha / beta)   -0.66 / -0.66 eV
<S²>   0.77
Energy above the lowest of the compared OMol25 structures with the same formula, charge and spin   134.0 kJ/mol
Spin multiplicity   2